1.
105
Properties=species:S:1:pos:R:3:mulliken_charge:R:1 method="wB97M-V/def2-TZVPD" max_force_ha_per_bohr=0.0452 e_homo_ev=-7.5 charge=0 total_energy_ha=-8096.21383
Y 12.134 13.931 12.757 0.225
C 13.353 10.220 6.541 -2.011
C 12.431 10.982 7.518 1.428
C 10.985 10.590 7.410 -1.540
C 12.629 12.499 7.365 -1.372
N 12.892 10.585 8.957 0.695
C 13.591 9.400 9.224 -0.615
C 13.775 9.266 10.550 -1.178
N 13.189 10.360 11.189 0.572
B 13.436 10.635 12.656 -0.112
N 14.187 12.044 12.728 1.201
C 15.346 12.009 11.937 -1.408
C 16.326 12.550 12.648 -0.650
N 15.837 13.004 13.868 0.488
C 14.549 12.638 13.890 0.495
S 13.358 12.907 15.093 -0.273
C 16.588 13.848 14.834 1.316
C 16.632 13.153 16.190 -1.618
C 15.930 15.167 15.019 -1.569
C 18.032 14.009 14.387 -2.159
N 12.142 10.249 13.481 0.432
C 12.266 8.942 13.942 -1.561
C 11.095 8.570 14.520 -0.184
N 10.243 9.647 14.466 0.467
C 10.898 10.689 13.818 0.167
S 10.125 12.154 13.530 -0.177
C 8.900 9.662 15.113 1.249
C 8.875 10.597 16.348 -1.614
C 8.555 8.233 15.515 -2.213
C 7.833 10.085 14.082 -1.574
C 12.644 11.130 10.221 -0.027
S 11.777 12.552 10.455 0.064
H 13.135 10.615 5.555 0.462
H 13.181 9.141 6.528 0.456
H 14.431 10.348 6.776 0.426
H 10.581 10.922 6.456 0.443
H 10.403 11.101 8.193 0.296
H 10.879 9.511 7.512 0.360
H 12.617 12.765 6.302 0.491
H 13.614 12.805 7.739 0.249
H 11.871 13.072 7.899 0.284
H 13.910 8.816 8.418 0.627
H 14.368 8.581 11.125 0.546
H 14.243 9.894 13.132 -0.156
H 15.323 11.612 10.942 0.577
H 17.344 12.663 12.384 0.577
H 15.647 12.854 16.490 0.379
H 17.060 13.821 16.958 0.461
H 17.299 12.268 16.143 0.363
H 15.008 15.120 15.578 0.382
H 15.683 15.643 14.031 0.247
H 16.572 15.835 15.603 0.496
H 18.445 13.035 14.170 0.494
H 18.571 14.504 15.201 0.466
H 18.088 14.622 13.482 0.425
H 13.132 8.363 13.667 0.519
H 10.828 7.641 14.955 0.586
H 9.614 10.248 17.063 0.386
H 7.929 10.493 16.844 0.480
H 9.160 11.586 16.026 0.327
H 9.190 7.857 16.344 0.424
H 8.674 7.592 14.679 0.546
H 7.561 8.205 15.916 0.486
H 7.828 11.143 13.877 0.413
H 6.837 9.829 14.481 0.465
H 7.928 9.483 13.166 0.364
C 8.057 20.556 14.678 -2.286
C 8.394 20.402 13.203 2.096
C 9.207 21.610 12.724 -1.504
C 7.021 20.442 12.463 -1.633
C 9.135 19.128 12.874 -0.080
C 9.737 18.413 13.912 -0.788
C 10.314 17.171 13.655 -0.015
Br 10.973 16.132 15.149 -0.235
C 10.385 16.677 12.328 0.899
O 10.869 15.462 12.166 -0.739
C 9.865 17.447 11.293 0.004
C 9.241 18.662 11.581 -0.571
C 9.986 17.089 9.742 2.534
C 10.666 15.741 9.390 -2.017
C 10.702 18.202 9.045 -1.865
C 8.565 17.014 9.152 -1.825
H 7.434 21.450 14.806 0.458
H 8.891 20.693 15.308 0.441
H 7.446 19.720 15.039 0.439
H 8.560 22.497 12.701 0.395
H 9.568 21.461 11.699 0.322
H 10.070 21.816 13.388 0.330
H 6.430 21.320 12.793 0.454
H 6.415 19.568 12.738 0.381
H 7.146 20.519 11.371 0.372
H 9.597 18.708 14.938 0.434
H 8.711 19.175 10.761 0.072
H 11.722 15.670 9.656 0.278
H 10.561 15.634 8.313 0.618
H 10.103 14.984 9.942 0.258
H 11.715 18.362 9.451 0.376
H 10.190 19.176 9.180 0.326
H 10.807 18.018 7.968 0.433
H 8.042 16.143 9.556 0.366
H 8.650 16.943 8.065 0.467
H 7.956 17.906 9.365 0.336
Se 15.734 14.829 9.337 -0.248
C 14.803 14.961 10.850 0.186
N 14.094 14.896 11.809 -0.761

=====

2.
68
Properties=species:S:1:pos:R:3:nbo_charge:R:1 method="wB97M-V/def2-TZVPD" max_force_ha_per_bohr=0.0241 e_homo_ev=-8.0 charge=0 total_energy_ha=-1792.12348
C -18.818 -8.958 -3.149 -0.840
S -20.422 -9.333 -2.439 1.272
O -21.438 -8.611 -3.229 -0.968
C -20.449 -11.032 -2.971 -0.854
H -18.009 -9.335 -2.515 0.216
H -18.673 -7.878 -3.154 0.248
H -18.724 -9.369 -4.152 0.230
H -21.446 -11.470 -2.862 0.249
H -19.827 -11.632 -2.299 0.224
H -20.199 -11.182 -4.023 0.232
C -16.927 -11.605 -0.433 -0.722
C -16.041 -12.613 -0.990 0.280
N -15.373 -13.465 -1.370 -0.321
H -17.506 -12.085 0.344 0.257
H -17.603 -11.235 -1.203 0.250
H -16.339 -10.767 -0.063 0.250
C -19.063 -13.807 1.162 -0.761
C -19.979 -12.743 0.784 0.309
N -20.726 -11.897 0.567 -0.381
H -18.463 -13.418 1.986 0.272
H -18.458 -14.240 0.367 0.266
H -19.632 -14.665 1.531 0.282
C -23.843 -11.200 -0.882 -0.729
C -24.417 -10.158 -1.727 0.293
N -24.910 -9.326 -2.336 -0.333
H -24.006 -12.190 -1.300 0.240
H -24.325 -11.102 0.090 0.259
H -22.777 -11.037 -0.740 0.265
N -20.486 -17.057 3.715 -0.509
C -20.792 -18.101 2.897 -0.071
C -19.788 -18.227 1.979 -0.308
C -18.818 -17.228 2.277 -0.300
C -19.273 -16.524 3.353 -0.099
H -21.004 -16.847 4.547 0.410
H -21.700 -18.665 3.019 0.213
H -19.677 -18.985 1.223 0.225
H -17.887 -17.121 1.744 0.226
H -18.823 -15.704 3.889 0.219
N -16.328 -12.024 2.994 -0.521
C -15.283 -12.755 2.502 -0.084
C -15.242 -13.930 3.202 -0.301
C -16.288 -13.895 4.163 -0.305
C -16.941 -12.702 4.012 -0.094
H -16.518 -11.067 2.757 0.411
H -14.654 -12.387 1.710 0.217
H -14.563 -14.736 2.980 0.227
H -16.512 -14.671 4.876 0.221
H -17.776 -12.258 4.528 0.233
N -20.657 -12.121 5.677 -0.512
C -20.012 -11.153 6.419 -0.075
C -19.504 -10.248 5.542 -0.306
C -19.816 -10.687 4.219 -0.318
C -20.542 -11.836 4.347 -0.080
H -21.255 -12.849 6.022 0.410
H -20.060 -11.221 7.492 0.217
H -19.001 -9.329 5.793 0.229
H -19.572 -10.247 3.267 0.227
H -21.028 -12.458 3.613 0.216
N -23.811 -8.949 2.599 -0.513
C -24.717 -8.012 2.172 -0.090
C -24.318 -7.602 0.931 -0.297
C -23.109 -8.280 0.617 -0.306
C -22.827 -9.105 1.669 -0.090
H -23.827 -9.393 3.498 0.406
H -25.572 -7.724 2.757 0.209
H -24.841 -6.940 0.260 0.230
H -22.519 -8.170 -0.278 0.231
H -21.991 -9.757 1.860 0.218

=====

3.
16
Properties=species:S:1:pos:R:3:nbo_charge:R:1 method="wB97M-V/def2-TZVPD" max_force_ha_per_bohr=0.0723 e_homo_ev=-9.1 charge=0 smiles="C[C@@H]1C=CC[Si]1(Cl)Cl" total_energy_ha=-1405.25348
C -1.358 -0.620 0.678 -0.208
C -0.083 -0.725 0.206 -0.193
C -1.828 0.697 1.159 -0.893
C 0.901 0.311 0.210 -0.580
C 1.571 0.362 -1.164 -0.622
Si -0.349 1.935 0.815 1.411
Cl 0.089 3.232 2.272 -0.336
Cl -0.686 3.125 -0.902 -0.395
H -2.077 -1.439 0.684 0.217
H 0.341 -1.630 -0.350 0.209
H -2.717 1.146 0.510 0.253
H -2.068 0.755 2.266 0.250
H 1.792 0.157 0.856 0.240
H 0.847 0.844 -1.856 0.221
H 2.065 -0.596 -1.449 0.214
H 2.442 1.094 -1.182 0.212

=====

4.
18
Properties=species:S:1:pos:R:3:nbo_charge:R:1 method="wB97M-V/def2-TZVPD" max_force_ha_per_bohr=0.0254 e_homo_ev=-9.2 charge=0 smiles="C=CC[C@@H](N)CO" total_energy_ha=-327.04336
C 0.801 1.026 -0.611 -0.072
O 2.200 1.167 -0.418 -0.730
C 0.382 -0.419 -0.224 -0.049
C -1.173 -0.737 -0.228 -0.447
C -1.830 0.327 0.623 -0.176
C -2.160 0.113 1.894 -0.401
N 1.270 -1.359 -0.875 -0.863
H 0.249 1.632 0.115 0.176
H 0.627 1.327 -1.652 0.170
H 2.550 0.344 -0.050 0.481
H 0.605 -0.474 0.845 0.166
H -1.317 -1.743 0.158 0.209
H -1.443 -0.734 -1.284 0.203
H -1.845 1.287 0.121 0.201
H -2.102 0.834 2.705 0.202
H -2.392 -0.855 2.321 0.190
H 1.641 -1.003 -1.743 0.370
H 0.910 -2.291 -0.972 0.371

=====

5.
90
Properties=species:S:1:pos:R:3:mulliken_charge:R:1 method="wB97M-V/def2-TZVPD" max_force_ha_per_bohr=0.0951 e_homo_ev=-10.1 charge=+1 total_energy_ha=-5881.65001
Lu -15.966 -4.221 14.183 2.282
F -20.079 -6.620 12.593 -0.171
C -19.052 -7.079 13.334 0.372
F -18.839 -8.370 13.063 -0.189
F -19.347 -6.956 14.646 -0.182
S -17.511 -6.109 12.875 1.203
O -17.878 -4.686 13.091 -0.672
O -17.275 -6.508 11.528 -0.497
N -16.441 -6.345 14.046 -0.288
S -14.935 -6.808 14.187 0.967
O -14.642 -7.810 15.119 -0.600
O -14.196 -5.490 14.291 -0.695
C -14.305 -7.556 12.521 0.670
F -12.980 -7.716 12.727 -0.199
F -14.830 -8.766 12.262 -0.222
F -14.556 -6.782 11.490 -0.136
N -17.347 -4.308 22.480 -0.476
C -17.233 -4.014 21.174 0.892
C -18.124 -3.035 20.603 -0.701
C -18.037 -2.803 19.250 -0.344
C -17.098 -3.491 18.481 -0.344
C -16.073 -4.231 19.057 -0.528
C -16.206 -4.542 20.370 -0.755
S -17.145 -3.069 16.752 1.663
O -18.159 -2.074 16.546 -0.693
O -17.269 -4.343 15.998 -0.675
N -15.652 -2.681 16.350 -0.568
C -15.537 -1.599 15.586 0.233
N -15.797 -1.900 14.241 0.229
C -15.719 -0.847 13.388 -0.633
C -15.361 0.412 13.802 -0.826
C -15.137 0.612 15.166 -0.509
N -15.134 -0.432 15.988 -0.577
H -17.941 -3.693 23.017 0.212
H -16.608 -4.825 22.967 0.218
H -18.951 -2.680 21.154 0.355
H -18.698 -2.059 18.729 0.377
H -15.214 -4.511 18.444 0.466
H -15.513 -5.222 20.847 0.278
H -16.010 -1.018 12.374 0.824
H -15.196 1.187 13.083 0.563
H -14.893 1.586 15.605 0.429
N -15.423 -2.446 10.115 -0.251
P -17.098 -2.232 10.490 0.209
C -17.598 -0.641 9.766 0.699
C -17.100 -0.330 8.520 -0.426
C -17.378 0.919 7.941 -0.731
C -18.235 1.794 8.570 -0.490
C -18.817 1.400 9.771 -0.441
C -18.513 0.207 10.371 -0.422
C -18.019 -3.290 9.361 0.817
C -17.471 -4.011 8.265 -0.169
C -18.224 -4.972 7.609 -0.626
C -19.558 -5.198 7.994 -0.539
C -20.129 -4.378 8.930 -0.664
C -19.377 -3.460 9.651 -0.659
P -14.172 -3.255 11.245 0.826
C -12.965 -1.928 11.279 0.357
C -12.365 -1.517 10.064 -0.594
C -11.635 -0.311 10.028 -0.578
C -11.385 0.383 11.200 -0.620
C -11.892 -0.072 12.401 -0.543
C -12.601 -1.271 12.445 -0.451
C -13.142 -4.384 10.314 0.587
C -13.285 -4.612 8.962 -0.269
C -12.381 -5.482 8.314 -0.852
C -11.574 -6.322 9.125 -0.586
C -11.443 -6.044 10.485 -0.384
C -12.174 -5.048 11.060 -1.016
H -14.918 -1.611 9.778 0.459
H -16.545 -1.101 7.972 0.269
H -16.948 1.128 6.954 0.391
H -18.416 2.825 8.216 0.367
H -19.507 2.118 10.261 0.343
H -18.917 -0.075 11.351 0.383
H -16.428 -3.862 7.913 0.016
H -17.789 -5.561 6.847 0.483
H -20.060 -6.078 7.585 0.380
H -21.170 -4.502 9.239 0.367
H -19.875 -2.895 10.418 0.420
H -12.427 -2.150 9.180 0.405
H -11.163 -0.009 9.090 0.414
H -10.655 1.189 11.214 0.381
H -11.759 0.391 13.360 0.497
H -13.027 -1.619 13.389 0.385
H -14.072 -4.096 8.423 0.454
H -12.519 -5.703 7.270 0.394
H -10.977 -7.141 8.725 0.424
H -10.736 -6.617 11.069 0.469
H -12.101 -4.735 12.114 0.360

=====

6.
10
Properties=species:S:1:pos:R:3:nbo_charge:R:1 method="wB97M-V/def2-TZVPD" max_force_ha_per_bohr=0.0352 e_homo_ev=-11.1 charge=0 smiles="O=CO.C" total_energy_ha=-230.27544
C 0.785 0.760 -2.018 -0.852
H 0.977 0.313 -2.980 0.219
H 0.026 1.530 -1.907 0.222
H 1.685 1.171 -1.556 0.210
H 0.515 -0.040 -1.319 0.202
O -1.811 -0.233 1.175 -0.564
C -0.786 -0.732 1.525 0.651
O -0.415 -1.061 2.779 -0.688
H 0.016 -1.096 0.863 0.107
H -0.991 -0.612 3.437 0.493

=====

7.
46
Properties=species:S:1:pos:R:3:nbo_charge:R:1 method="wB97M-V/def2-TZVPD" max_force_ha_per_bohr=0.0131 e_homo_ev=-8.4 charge=0 smiles="Cc1ccc(CSCCNC(=O)CCSc2ccccc2)cc1" total_energy_ha=-1664.21172
C -6.745 -0.916 -0.217 -0.626
C -5.388 -0.388 0.135 -0.018
C -4.756 -0.793 1.306 -0.229
C -3.514 -0.297 1.649 -0.142
C -2.869 0.621 0.827 -0.073
C -3.494 1.024 -0.346 -0.202
C -4.741 0.527 -0.683 -0.214
H -5.215 0.856 -1.597 0.209
H -3.007 1.742 -0.991 0.218
C -1.517 1.140 1.183 -0.549
H -1.158 1.879 0.467 0.255
H -1.502 1.570 2.186 0.236
S -0.279 -0.208 1.277 0.164
C -0.512 -1.035 -0.329 -0.538
C -0.134 -0.153 -1.518 -0.248
N 1.147 0.480 -1.335 -0.624
C 1.256 1.802 -1.059 0.698
O 0.321 2.572 -1.140 -0.644
C 2.648 2.214 -0.616 -0.512
C 2.741 2.060 0.906 -0.524
H 2.025 1.331 1.284 0.235
H 2.564 3.007 1.412 0.238
S 4.410 1.546 1.438 0.237
C 4.521 -0.064 0.691 -0.168
C 5.724 -0.419 0.091 -0.224
C 5.861 -1.659 -0.504 -0.196
C 4.798 -2.549 -0.512 -0.241
C 3.606 -2.199 0.100 -0.148
C 3.464 -0.965 0.710 -0.287
H 2.540 -0.724 1.215 0.231
H 2.781 -2.896 0.117 0.203
H 4.902 -3.514 -0.985 0.215
H 6.797 -1.929 -0.969 0.217
H 6.542 0.284 0.098 0.224
H 2.827 3.250 -0.902 0.239
H 3.390 1.581 -1.107 0.222
H 1.934 -0.125 -1.149 0.404
H -0.864 0.650 -1.646 0.236
H -0.122 -0.767 -2.426 0.202
H -1.552 -1.352 -0.401 0.236
H 0.132 -1.913 -0.277 0.219
H -3.029 -0.627 2.557 0.208
H -5.245 -1.506 1.956 0.208
H -7.510 -0.384 0.350 0.221
H -6.953 -0.782 -1.276 0.215
H -6.824 -1.974 0.027 0.216

=====

8.
17
Properties=species:S:1:pos:R:3:nbo_charge:R:1 method="wB97M-V/def2-TZVPD" max_force_ha_per_bohr=0.0388 e_homo_ev=-9.7 charge=0 smiles="CC(N)=O.CC" total_energy_ha=-289.00027
C -1.287 1.404 -0.678 -0.611
C -1.396 2.443 -1.848 -0.606
H -0.621 1.785 0.075 0.196
H -2.287 1.317 -0.277 0.204
H -1.019 0.455 -1.127 0.209
H -0.950 3.380 -1.520 0.201
H -0.784 2.100 -2.680 0.202
H -2.426 2.540 -2.134 0.205
C 0.873 -2.656 1.596 -0.718
C 1.568 -1.715 0.631 0.674
O 2.288 -2.137 -0.250 -0.606
N 1.332 -0.385 0.834 -0.837
H 1.487 -2.674 2.507 0.230
H 0.945 -3.629 1.230 0.241
H 1.493 0.295 0.119 0.409
H 0.942 -0.142 1.724 0.389
H -0.158 -2.381 1.797 0.220